# 1
# C7H9NOS2

An isolated molecule of C7H9NOS2 in a non-equilibrium geometry (ωB97M-V/def2-TZVPD, OMol25).

Output
gap between HOMO and LUMO	0.2601	Ha
energy	-1198.23641	a.u.
HOMO energy	-8.56	eV
ΔE to the lowest compared entry with this formula, charge and spin	147.7	kcal per mole

Positions of all 20 atoms, in Å:
C1 -2.5630 -2.3718 -0.1466
C2 -1.5393 -2.7497 0.6781
C3 -0.4697 -0.3476 1.0885
C4 2.7421 2.2063 0.0138
C5 1.5757 1.6351 -0.2586
C6 1.6737 0.3698 -1.1416
C7 0.2122 1.8575 0.2675
N1 -3.5738 -1.5851 0.1634
O1 -4.2709 -1.1572 -0.7735
S1 -0.9580 -1.7441 2.0060
S2 -0.1179 1.0265 1.8932
H1 -2.5376 -2.7845 -1.2074
H2 -0.9622 -3.7670 0.5887
H3 2.8352 2.9043 0.8936
H4 3.5619 1.8342 -0.5148
H5 1.0664 -0.4124 -0.5095
H6 2.7403 0.0992 -1.0965
H7 1.1609 0.4764 -2.0885
H8 0.0357 2.9390 0.4958
H9 -0.6117 1.5711 -0.3516

# 2
# C13H25N4O2S2Si

A cluster of 2 separate species, C13H25N4O2S2Si in total in a non-equilibrium geometry (ωB97M-V/def2-TZVPD, OMol25).

Output
gap between HOMO and LUMO	0.2386	Ha
energy	-1965.42084	a.u.
HOMO energy	-11.02	eV
net charge	+1
ΔE to the lowest compared entry with this formula, charge and spin	33.9	kcal per mole

Positions of all 47 atoms, in Å:
C1 4.6925 0.9794 2.4684
Si1 3.6335 -0.0392 1.2666
C2 3.2862 -1.7076 2.1577
C3 4.5920 -0.5344 -0.3266
C4 2.0286 0.8386 0.6602
C5 1.5371 2.1428 1.3477
N1 0.0952 2.2705 0.9551
C6 -0.5469 3.5874 0.6752
C7 -1.3815 3.5933 -0.6580
S1 -3.2070 3.8289 -0.3628
C8 -3.7628 2.1544 -0.0205
N2 -4.1510 1.1575 -0.8125
N3 -4.4200 0.1389 0.0463
C9 -4.1803 0.4870 1.2953
O1 -3.7603 1.8100 1.3176
C10 -0.5081 1.1235 0.8940
S2 0.6251 -0.2377 1.2806
H1 5.7259 0.5384 2.4380
H2 4.3313 0.7881 3.5159
H3 4.7468 2.0706 2.2536
H4 2.9489 -1.4845 3.1980
H5 4.2547 -2.2757 2.1992
H6 2.5779 -2.3512 1.5840
H7 4.3190 0.2495 -1.0870
H8 4.1257 -1.4821 -0.6990
H9 5.6873 -0.6124 -0.1635
H10 1.9408 0.7334 -0.4454
H11 1.6205 2.1848 2.4670
H12 2.1546 3.0037 0.9938
H13 0.2139 4.4029 0.6500
H14 -1.2476 3.8602 1.5085
H15 -1.2741 2.6675 -1.2711
H16 -1.0987 4.4412 -1.3339
H17 -4.2855 -0.1463 2.1988
H18 -1.5524 0.8713 0.6201
C11 -1.5164 -3.6480 -3.6555
O2 -0.8006 -4.6276 -3.6169
N4 -2.3885 -3.2811 -2.6847
C12 -3.2127 -2.0944 -2.7970
C13 -2.4988 -4.1048 -1.4947
H19 -1.5098 -2.9563 -4.5151
H20 -2.9855 -1.4219 -1.9660
H21 -4.2648 -2.3838 -2.7523
H22 -3.0247 -1.5775 -3.7375
H23 -1.5263 -4.1580 -1.0004
H24 -2.7982 -5.1146 -1.7805
H25 -3.2351 -3.6849 -0.8108

# 3
# C7H10N3OS

The ion C7H10N3OS with charge +1 in a non-equilibrium geometry (ωB97M-V/def2-TZVPD, OMol25).

Output
gap between HOMO and LUMO	0.3071	Ha
energy	-910.13480	a.u.
HOMO energy	-12.74	eV
net charge	+1
ΔE to the lowest compared entry with this formula, charge and spin	54.8	kcal per mole

Positions of all 22 atoms, in Å:
C1 -2.7848 -0.8614 -0.8507
C2 -2.1094 -0.9440 -2.0402
C3 -0.8502 -0.5254 0.1269
C4 1.4737 -0.1368 0.5101
C5 1.5089 0.5802 2.6829
C6 0.1136 0.1350 2.3717
C7 0.1937 0.5732 -2.9446
N1 -2.0987 -0.5353 0.3102
N2 2.2244 0.5358 1.3981
N3 0.1246 -0.2738 0.9773
O1 1.7667 -0.4301 -0.6050
S1 -0.3537 -0.8822 -1.7014
H1 -3.9168 -0.8080 -0.8278
H2 -2.5380 -1.1110 -3.0847
H3 1.5659 1.6199 2.9576
H4 2.1464 -0.1041 3.3824
H5 -0.1070 -0.7349 2.9497
H6 -0.6664 0.8781 2.4113
H7 -0.0847 0.2622 -3.9657
H8 1.3038 0.5153 -2.7824
H9 -0.1614 1.5796 -2.6438
H10 3.2496 0.6678 1.3682

# 4
# C8H28O7

A cluster of 8 separate species, C8H28O7 in total in a non-equilibrium geometry (ωB97M-V/def2-TZVPD, OMol25).

Output
gap between HOMO and LUMO	0.3446	Ha
energy	-848.21463	a.u.
HOMO energy	-9.08	eV
ΔE to the lowest compared entry with this formula, charge and spin	37.2	kcal per mole
SMILES string	C=C(CC)C/C=C/C.O.O.O.O.O.O.O

Positions of all 43 atoms, in Å:
C1 2.5890 -2.2724 -0.8715
C2 3.4896 -1.0268 -0.7388
C3 2.8707 0.2790 -0.2395
C4 3.5702 1.4011 -0.3819
C5 1.4219 0.2057 0.1804
C6 0.6569 1.5102 -0.0893
C7 0.5855 1.9061 -1.3489
C8 -0.1001 3.1795 -1.8291
H1 1.7937 -2.1381 -1.6061
H2 3.2263 -3.1272 -1.0676
H3 2.0080 -2.4468 0.0406
H4 3.8430 -0.8292 -1.7316
H5 4.3166 -1.3969 -0.1282
H6 3.1966 2.4087 -0.3068
H7 4.5906 1.2240 -0.6165
H8 1.4638 0.1043 1.2685
H9 0.9063 -0.5865 -0.3428
H10 0.2974 2.0979 0.7442
H11 1.0081 1.3771 -2.1941
H12 0.4701 4.0469 -1.4850
H13 0.0551 3.2586 -2.9058
H14 -1.1558 3.2385 -1.5910
H15 -1.3676 1.3763 2.5885
H16 0.0541 1.6337 3.1031
O1 -0.6353 0.9593 3.0547
H17 -1.8596 -0.6357 -3.3583
H18 -1.4304 -1.9933 -3.8354
O2 -1.2916 -1.0556 -4.0144
H19 -0.6832 -3.5471 1.5020
H20 -1.8287 -3.7922 0.6190
O3 -0.8651 -3.7149 0.5601
H21 -1.3669 -2.0450 -0.1393
H22 -0.8541 -0.9348 0.6561
O4 -1.6448 -1.1592 0.1585
H23 -1.7761 2.1184 0.5947
H24 -3.1093 2.8037 0.4347
O5 -2.4052 2.6684 1.0815
H25 -3.3558 -0.2513 -0.6325
H26 -3.2938 0.5357 0.7173
O6 -3.8719 0.2098 0.0311
H27 -0.3026 -1.0964 3.2194
H28 -1.6881 -1.5363 3.7608
O7 -0.9316 -1.8254 3.2517

# 5
# C4H6ClNS

An isolated molecule of C4H6ClNS in a non-equilibrium geometry (ωB97M-V/def2-TZVPD, OMol25).

Output
gap between HOMO and LUMO	0.3462	Ha
energy	-1069.03278	a.u.
HOMO energy	-8.88	eV
ΔE to the lowest compared entry with this formula, charge and spin	66.4	kcal per mole
SMILES string	C=NSCC(=C)Cl

Positions of all 13 atoms, in Å:
C1 -1.6514 -0.0281 -0.2210
C2 -1.4113 1.2033 -0.5946
C3 -0.6818 -1.2393 -0.0416
C4 2.6516 0.3088 0.5559
H1 -2.0365 2.1533 -0.8943
H2 -0.4479 1.3993 -0.8419
H3 -0.3073 -1.2045 1.0828
H4 -1.3752 -2.1869 -0.4131
H5 3.0605 0.5199 -0.4967
H6 3.0355 0.8225 1.4560
N1 1.5418 -0.3723 0.8082
S1 0.8396 -0.9201 -0.7485
Cl1 -3.2177 -0.4559 0.3489

# 6
# C4H6CuO8

A structure of composition C4H6CuO8 in a non-equilibrium geometry (ωB97M-V/def2-TZVPD, OMol25).

Output
gap between HOMO and LUMO	0.1219	Ha
energy	-2398.17008	a.u.
HOMO energy	4.30	eV
net charge	-3
ΔE to the lowest compared entry with this formula, charge and spin	41.1	kcal per mole

Positions of all 19 atoms, in Å:
Cu1 0.1694 1.2490 -0.8654
C1 0.7439 3.5506 0.4830
O1 0.1753 3.6885 -0.6560
O2 1.3704 4.4678 0.9766
O3 0.8083 2.5040 1.0812
C2 2.1754 -0.6738 -1.5301
O4 2.5198 0.4191 -1.1071
O5 1.0666 -0.8083 -2.0173
O6 3.0000 -1.5861 -1.5534
C3 -1.4193 -2.1117 0.2122
C4 -1.1945 -0.9068 1.0675
O7 -1.4534 0.2951 0.4256
O8 -0.2798 -2.3906 -0.5223
H1 -2.3641 -2.2964 -0.2989
H2 -1.3816 -2.9288 0.9326
H3 -0.1611 -0.8435 1.4084
H4 -1.7763 -0.8674 1.9885
H5 -2.0435 0.8456 0.9455
H6 0.0446 -1.6063 -0.9708

# 7
# C52H47FGeN2ORuS2Sb2

A structure of composition C52H47FGeN2ORuS2Sb2 in a non-equilibrium geometry (ωB97M-V/def2-TZVPD, OMol25).

Output
expectation value of S²	8.84
gap between HOMO and LUMO (spin up / spin down)	0.0994 / 0.1716	Ha
energy	-5742.36542	a.u.
HOMO energy (spin up / spin down)	-6.23 / -10.69	eV
2S+1	6
net charge	+1
ΔE to the lowest compared entry with this formula, charge and spin	29.5	kcal per mole

Positions of all 109 atoms, in Å:
Ru1 1.2999 1.1453 1.0282
S1 2.3551 -0.4404 2.3186
C1 1.7707 0.3073 3.8041
S2 0.8503 1.7307 3.4830
C2 2.1424 -0.1225 5.0548
C3 1.6467 0.4114 6.2817
N1 1.3006 0.7848 7.3086
C4 3.1809 -1.1802 5.0871
N2 4.0568 -1.9291 5.1967
C5 -0.9823 -2.4420 2.0658
C6 -1.1247 -3.6344 1.1714
C7 -0.9477 -3.4694 -0.3389
Sb1 -2.7710 -3.3072 -1.5151
C8 -3.8021 -5.1214 -0.8724
C9 -3.2744 -6.1741 -0.0906
C10 -4.0614 -7.2349 0.3256
C11 -5.4077 -7.3447 -0.1520
C12 -5.8902 -6.3626 -1.0109
C13 -5.1274 -5.2118 -1.3044
C14 -2.3553 -3.4964 -3.7301
C15 -1.2580 -2.8282 -4.2462
C16 -0.5883 -3.2189 -5.4582
C17 -0.9885 -4.4525 -5.9682
C18 -2.1413 -5.0763 -5.5219
C19 -2.8894 -4.5382 -4.4583
Sb2 -0.9158 -0.3474 1.2337
C20 -2.4223 -0.0554 -0.3324
C21 -2.0490 0.1741 -1.6511
C22 -2.9101 0.3274 -2.7304
C23 -4.2827 0.1876 -2.4344
C24 -4.7040 -0.1450 -1.1195
C25 -3.7889 -0.1461 -0.0347
C26 -2.3312 0.5469 2.8152
C27 -2.6599 1.9159 2.6545
C28 -3.5084 2.5763 3.5752
C29 -4.0910 1.8813 4.6405
C30 -3.8383 0.5012 4.7395
C31 -3.0667 -0.1613 3.7880
H1 0.0185 -2.3937 2.5490
H2 -1.7937 -2.3763 2.8316
H3 -2.1043 -4.0674 1.3389
H4 -0.4384 -4.4646 1.4261
H5 -0.3560 -4.2891 -0.8265
H6 -0.4434 -2.5389 -0.6332
H7 -2.1926 -6.1960 0.1182
H8 -3.6243 -7.9716 0.9989
H9 -6.0938 -8.1029 0.2613
H10 -6.8557 -6.3517 -1.5310
H11 -5.6501 -4.3985 -1.8122
H12 -0.8289 -1.9785 -3.6736
H13 0.1488 -2.5877 -5.9589
H14 -0.4644 -4.9195 -6.8252
H15 -2.4593 -6.0714 -5.8929
H16 -3.8582 -4.9013 -4.2371
H17 -0.9609 0.3706 -1.7233
H18 -2.4875 0.4369 -3.7353
H19 -5.0668 0.3083 -3.1582
H20 -5.7191 -0.4500 -0.9473
H21 -4.1831 -0.1621 0.9700
H22 -2.2743 2.4806 1.7739
H23 -3.7595 3.6542 3.4394
H24 -4.6397 2.4609 5.3808
H25 -4.2549 -0.0720 5.5548
H26 -2.9608 -1.2565 3.8708
F1 2.7037 -1.3965 -4.3749
C32 2.4644 -0.8153 -3.1893
C33 2.5155 -1.5919 -1.9963
C34 1.9785 -1.0432 -0.8515
C35 1.7094 0.3314 -0.7368
C36 1.7469 1.0962 -1.9025
C37 2.0532 0.4949 -3.1380
H27 2.9114 -2.6004 -2.1471
H28 1.9022 -1.6435 0.0850
H29 1.4506 2.1278 -1.8406
H30 1.9027 1.0861 -4.0369
Ge1 3.6312 2.4517 1.1511
C38 3.5815 4.3813 1.4010
C39 3.8627 4.8027 2.7147
C40 4.0403 6.1622 3.0302
C41 3.8731 7.1236 2.0383
C42 3.5429 6.7312 0.7452
C43 3.4879 5.3922 0.4557
C44 5.1136 2.2067 -0.1279
C45 5.1173 1.1210 -1.0728
C46 6.1668 0.9974 -1.9798
C47 7.3276 1.7899 -1.8433
C48 7.3673 2.7878 -0.8135
C49 6.2770 2.9406 0.0115
H31 4.3122 1.9772 2.4550
H32 3.9218 4.1340 3.5170
H33 4.2693 6.4099 4.0687
H34 4.0409 8.1862 2.2913
H35 3.2009 7.4235 -0.0019
H36 3.5503 5.0816 -0.5945
H37 4.2690 0.4598 -1.1276
H38 6.0220 0.3793 -2.8723
H39 8.2000 1.6562 -2.4655
H40 8.2633 3.4150 -0.6055
H41 6.3783 3.6576 0.8458
C50 -0.9575 4.2307 -1.1877
C51 -0.2432 3.7946 0.0781
C52 0.0296 4.8922 1.0920
O1 0.1215 2.5854 0.2754
H42 -1.3008 3.3024 -1.7199
H43 -0.2945 4.7518 -1.8800
H44 -1.7599 4.9740 -0.9184
H45 -0.9546 5.0897 1.6241
H46 0.3049 5.7861 0.5518
H47 0.7763 4.6676 1.8313

# 8
# C6H15NO

An isolated molecule of C6H15NO in a non-equilibrium geometry (ωB97M-V/def2-TZVPD, OMol25).

Output
gap between HOMO and LUMO	0.3742	Ha
energy	-367.46993	a.u.
HOMO energy	-9.28	eV
ΔE to the lowest compared entry with this formula, charge and spin	101.3	kcal per mole
SMILES string	CCCC[C@H](N)CO

Positions of all 23 atoms, in Å:
C1 0.4147 -0.8460 1.5287
O1 0.5468 -1.8931 2.5081
C2 0.0693 -1.5794 0.2157
C3 -0.5314 -0.5397 -0.6758
C4 0.4100 0.4527 -1.3623
C5 -0.1876 1.8576 -1.0732
C6 0.8726 2.7676 -0.3354
N1 -1.0495 -2.5305 0.3231
H1 1.5353 -0.4710 1.5246
H2 -0.3755 -0.0883 1.9026
H3 -0.3376 -2.4020 2.6249
H4 1.0441 -2.1910 -0.2180
H5 -1.4584 -0.0869 -0.4905
H6 -0.9048 -1.1140 -1.5076
H7 1.4135 0.2596 -1.0034
H8 0.3276 0.3595 -2.5559
H9 -0.5968 2.3770 -1.9327
H10 -1.0806 1.7188 -0.2013
H11 0.7699 3.7501 -0.4787
H12 1.8290 2.3199 -0.5829
H13 0.6220 2.9131 0.7946
H14 -1.8817 -2.1559 -0.1907
H15 -1.4510 -2.8780 1.1860